[1]
{"formula": "C4H7ClNO2", "method": "ωB97M-V/def2-TZVPD", "elements": ["C", "C", "C", "C", "N", "O", "O", "Cl", "H", "H", "H", "H", "H", "H", "H"], "positions_angstrom": [[-1.591, -1.490, -3.369], [0.784, 1.661, 0.194], [0.439, -0.615, 1.016], [1.243, 0.468, 0.984], [1.351, 0.819, 3.550], [-2.653, -1.604, -3.873], [-0.441, -1.551, -3.239], [-2.269, -0.735, -1.279], [1.147, 2.649, 0.646], [-0.260, 1.555, 0.118], [1.312, 1.540, -0.794], [0.180, -1.348, 1.836], [0.977, -1.104, 0.130], [-0.665, -0.576, 0.589], [0.444, 0.331, 3.491]], "mulliken_charge": [0.6801, -0.6163, -0.5148, -0.1633, -0.3424, -0.4625, -0.4311, -0.7299, 0.2612, 0.2777, 0.2358, 0.3310, 0.2238, 0.0540, 0.1966], "e_above_lowest_kcal_mol": 178.8, "charge": -1, "spin_multiplicity": 1, "homo_energy_ev": [-4.3934, -4.4648], "orbital_gap_ev": [6.49, 6.38]}



[2]
{"formula": "C6H11P", "method": "ωB97M-V/def2-TZVPD", "elements": ["C", "C", "C", "C", "C", "C", "P", "H", "H", "H", "H", "H", "H", "H", "H", "H", "H", "H"], "positions_angstrom": [[3.312, -1.792, -0.156], [-0.605, 0.578, 0.465], [-1.313, 1.904, 0.182], [-0.150, -1.888, -0.082], [-0.978, -0.649, -0.327], [-0.518, 2.996, 0.005], [3.600, -0.307, 0.159], [2.646, -2.632, -0.241], [-0.683, 0.312, 1.485], [0.482, 0.730, 0.323], [-2.399, 1.786, 0.183], [0.752, -1.872, -0.684], [0.150, -1.980, 0.914], [-0.811, -2.756, -0.285], [-0.999, -0.473, -1.471], [-1.994, -0.856, 0.003], [0.589, 3.039, -0.086], [-1.081, 3.861, -0.389]], "mulliken_charge": [-0.1527, -0.2805, -0.1577, -1.0229, -0.2788, -0.7331, -0.2042, 0.4120, 0.3033, -0.0530, 0.3146, 0.0355, 0.4541, 0.3381, 0.2308, 0.2846, 0.2580, 0.2518], "smiles": "C=CCCC.C#P", "e_above_lowest_kcal_mol": 52.4, "spin_multiplicity": 1, "homo_energy_ev": -9.6187, "orbital_gap_ev": 9.75}



[3]
{"formula": "C4H9N3O", "method": "ωB97M-V/def2-TZVPD", "elements": ["C", "C", "C", "C", "H", "H", "H", "H", "H", "H", "H", "H", "H", "N", "N", "N", "O"], "positions_angstrom": [[1.526, -0.066, -0.080], [0.754, 0.932, -0.396], [-0.647, 0.666, -0.026], [-1.219, -0.826, 0.082], [3.638, -0.171, 0.046], [2.647, 0.855, 1.458], [0.680, -1.084, -1.391], [1.147, 2.040, -0.558], [-2.632, 1.688, -0.284], [-1.129, 2.597, 0.426], [-0.177, -1.346, 0.466], [-0.893, -1.425, -1.085], [-3.006, -0.735, 1.379], [2.619, -0.041, 0.798], [1.395, -1.263, -0.672], [-1.473, 1.667, -0.193], [-2.568, -1.150, 0.316]], "mulliken_charge": [0.4161, -0.8064, 0.6697, -0.5972, 0.3408, 0.2855, 0.2862, 0.2140, 0.2896, 0.2915, 0.4590, 0.1722, 0.3682, -0.5414, -0.7926, -0.4831, -0.5722], "e_above_lowest_kcal_mol": 192.4, "spin_multiplicity": 1, "homo_energy_ev": -7.8518, "orbital_gap_ev": 8.03}



[4]
{"formula": "C81H171N9O9", "method": "ωB97M-V/def2-TZVPD", "elements": ["C", "C", "C", "C", "C", "C", "N", "O", "C", "C", "C", "H", "H", "H", "H", "H", "H", "H", "H", "H", "H", "H", "H", "H", "H", "H", "H", "H", "H", "H", "C", "C", "C", "C", "C", "C", "N", "O", "C", "C", "C", "H", "H", "H", "H", "H", "H", "H", "H", "H", "H", "H", "H", "H", "H", "H", "H", "H", "H", "H", "C", "C", "C", "C", "C", "C", "N", "O", "C", "C", "C", "H", "H", "H", "H", "H", "H", "H", "H", "H", "H", "H", "H", "H", "H", "H", "H", "H", "H", "H", "C", "C", "C", "C", "C", "C", "N", "O", "C", "C", "C", "H", "H", "H", "H", "H", "H", "H", "H", "H", "H", "H", "H", "H", "H", "H", "H", "H", "H", "H", "C", "C", "C", "C", "C", "C", "N", "O", "C", "C", "C", "H", "H", "H", "H", "H", "H", "H", "H", "H", "H", "H", "H", "H", "H", "H", "H", "H", "H", "H", "C", "C", "C", "C", "C", "C", "N", "O", "C", "C", "C", "H", "H", "H", "H", "H", "H", "H", "H", "H", "H", "H", "H", "H", "H", "H", "H", "H", "H", "H", "C", "C", "C", "C", "C", "C", "N", "O", "C", "C", "C", "H", "H", "H", "H", "H", "H", "H", "H", "H", "H", "H", "H", "H", "H", "H", "H", "H", "H", "H", "C", "C", "C", "C", "C", "C", "N", "O", "C", "C", "C", "H", "H", "H", "H", "H", "H", "H", "H", "H", "H", "H", "H", "H", "H", "H", "H", "H", "H", "H", "C", "C", "C", "C", "C", "C", "N", "O", "C", "C", "C", "H", "H", "H", "H", "H", "H", "H", "H", "H", "H", "H", "H", "H", "H", "H", "H", "H", "H", "H"], "positions_angstrom": [[-8.821, 1.813, -4.745], [-8.085, 1.060, -5.847], [-8.665, -0.368, -6.213], [-9.826, -0.458, -7.149], [-9.661, 0.452, -8.369], [-9.285, 1.858, -7.991], [-8.093, 1.861, -7.042], [-7.528, 3.183, -6.871], [-8.802, 2.511, -9.241], [-10.484, 2.660, -7.506], [-6.570, 0.895, -5.419], [-9.012, 2.884, -4.798], [-8.291, 1.698, -3.799], [-9.804, 1.378, -4.566], [-7.858, -1.014, -6.557], [-8.967, -0.941, -5.336], [-10.791, -0.435, -6.642], [-9.884, -1.465, -7.562], [-10.563, 0.433, -8.981], [-8.895, 0.081, -9.050], [-9.248, 2.232, -10.196], [-8.879, 3.598, -9.210], [-7.771, 2.167, -9.322], [-11.187, 2.714, -8.337], [-10.935, 2.159, -6.649], [-10.158, 3.665, -7.238], [-6.126, 1.770, -4.944], [-5.874, 0.582, -6.198], [-6.489, 0.088, -4.691], [-8.145, 3.574, -6.248], [6.917, -1.788, 11.731], [5.835, -1.640, 10.652], [4.565, -1.400, 11.461], [3.466, -0.742, 10.624], [3.933, 0.569, 9.946], [5.202, 0.299, 9.053], [6.216, -0.405, 9.892], [7.408, -0.511, 9.260], [4.806, -0.327, 7.733], [5.749, 1.721, 8.750], [5.645, -2.965, 9.836], [6.699, -2.615, 12.407], [6.901, -0.813, 12.219], [7.942, -1.934, 11.391], [4.186, -2.364, 11.800], [4.778, -0.746, 12.306], [2.626, -0.480, 11.269], [3.025, -1.417, 9.891], [4.108, 1.233, 10.793], [3.093, 0.959, 9.372], [5.688, -0.442, 7.102], [4.626, -1.373, 7.982], [3.960, 0.112, 7.205], [5.033, 2.475, 8.422], [6.152, 2.086, 9.695], [6.588, 1.758, 8.054], [6.335, -2.877, 8.997], [4.631, -3.110, 9.462], [6.077, -3.860, 10.283], [7.933, 0.123, 9.755], [7.780, 8.967, -0.970], [8.089, 7.500, -1.185], [6.768, 6.853, -1.841], [6.525, 7.304, -3.296], [7.838, 6.884, -4.131], [9.191, 7.305, -3.570], [9.223, 7.133, -2.117], [10.425, 7.411, -1.519], [10.236, 6.381, -4.298], [9.409, 8.843, -3.978], [8.220, 6.655, 0.087], [6.947, 8.996, -0.267], [7.556, 9.599, -1.829], [8.734, 9.269, -0.538], [6.781, 5.763, -1.819], [5.880, 7.141, -1.279], [6.297, 8.367, -3.379], [5.639, 6.787, -3.664], [7.819, 7.302, -5.137], [7.834, 5.798, -4.222], [11.204, 6.319, -3.802], [10.098, 5.305, -4.406], [10.652, 6.822, -5.203], [10.225, 9.425, -3.550], [9.632, 8.995, -5.034], [8.425, 9.295, -3.854], [8.008, 5.590, -0.006], [7.566, 7.039, 0.870], [9.216, 6.667, 0.531], [10.745, 6.507, -1.480], [-1.100, -8.160, -12.805], [-2.456, -7.590, -12.417], [-3.045, -8.097, -11.108], [-2.416, -7.485, -9.818], [-2.767, -6.014, -9.940], [-2.130, -5.360, -11.158], [-2.490, -6.105, -12.400], [-1.950, -5.436, -13.557], [-2.667, -3.942, -11.158], [-0.578, -5.317, -11.016], [-3.463, -7.934, -13.556], [-0.567, -7.540, -13.525], [-1.195, -9.199, -13.122], [-0.427, -8.112, -11.949], [-4.128, -8.098, -11.229], [-2.788, -9.150, -10.990], [-1.369, -7.705, -9.611], [-2.865, -7.970, -8.952], [-2.522, -5.507, -9.006], [-3.822, -5.760, -9.834], [-3.567, -3.827, -11.762], [-2.919, -3.541, -10.176], [-1.946, -3.205, -11.511], [-0.348, -4.673, -10.167], [-0.150, -6.316, -10.932], [-0.201, -4.828, -11.915], [-3.128, -7.815, -14.586], [-4.373, -7.339, -13.483], [-3.699, -8.998, -13.546], [-2.731, -4.947, -13.824], [-0.685, 1.388, -1.055], [0.213, 0.417, -0.230], [-0.591, -0.376, 0.761], [-1.374, -1.522, 0.129], [-0.375, -2.461, -0.595], [0.499, -1.803, -1.649], [0.987, -0.526, -1.127], [1.841, 0.242, -1.979], [1.857, -2.701, -1.886], [-0.405, -1.632, -2.872], [1.199, 1.181, 0.650], [-1.346, 0.880, -1.758], [-0.096, 2.168, -1.538], [-1.354, 1.855, -0.333], [-0.096, -0.741, 1.660], [-1.343, 0.210, 1.291], [-2.020, -0.966, -0.550], [-1.952, -2.147, 0.810], [-1.094, -3.183, -0.983], [0.135, -3.095, 0.131], [2.548, -2.789, -1.048], [1.573, -3.710, -2.185], [2.437, -2.160, -2.634], [-1.429, -1.543, -2.509], [-0.216, -0.727, -3.450], [-0.462, -2.403, -3.641], [1.806, 0.473, 1.215], [0.700, 1.859, 1.343], [1.989, 1.750, 0.161], [2.641, 0.044, -1.486], [9.472, -1.730, -0.397], [9.072, -0.359, 0.258], [8.793, -0.650, 1.834], [10.061, -0.925, 2.623], [11.025, 0.291, 2.445], [11.388, 0.635, 0.897], [10.111, 0.721, 0.152], [10.325, 1.195, -1.188], [12.059, 2.048, 0.813], [12.406, -0.383, 0.376], [7.698, 0.099, -0.290], [10.163, -1.502, -1.208], [8.680, -2.391, -0.749], [10.042, -2.434, 0.210], [8.245, 0.122, 2.375], [8.182, -1.536, 2.011], [10.505, -1.868, 2.303], [9.739, -1.096, 3.650], [11.911, -0.079, 2.961], [10.639, 1.177, 2.950], [12.818, 2.104, 1.593], [12.544, 2.239, -0.144], [11.451, 2.934, 0.997], [12.584, -0.074, -0.654], [13.349, -0.333, 0.920], [12.087, -1.419, 0.490], [7.812, 0.333, -1.348], [7.451, 1.077, 0.122], [6.937, -0.658, -0.099], [9.779, 1.984, -1.233], [-4.056, 2.804, 8.484], [-2.542, 2.724, 8.733], [-1.977, 4.123, 8.142], [-2.050, 5.246, 9.136], [-1.350, 4.870, 10.412], [-1.923, 3.589, 11.114], [-2.071, 2.504, 10.116], [-2.669, 1.424, 10.634], [-1.096, 3.260, 12.363], [-3.296, 4.048, 11.741], [-1.950, 1.707, 7.816], [-4.528, 3.660, 8.966], [-4.479, 1.858, 8.823], [-4.217, 2.816, 7.406], [-0.932, 4.012, 7.853], [-2.445, 4.442, 7.211], [-3.040, 5.558, 9.469], [-1.480, 6.155, 8.944], [-1.237, 5.672, 11.141], [-0.340, 4.562, 10.143], [-0.093, 2.958, 12.059], [-0.930, 4.157, 12.959], [-1.586, 2.511, 12.985], [-4.035, 4.352, 10.999], [-3.764, 3.211, 12.260], [-3.001, 4.877, 12.383], [-1.922, 1.935, 6.750], [-2.360, 0.708, 7.965], [-0.905, 1.473, 8.017], [-1.905, 0.857, 10.755], [-3.487, -15.026, -0.268], [-3.459, -13.812, -1.272], [-4.892, -13.252, -1.487], [-4.841, -11.849, -2.148], [-4.117, -10.882, -1.185], [-2.691, -11.338, -0.928], [-2.609, -12.775, -0.673], [-1.306, -13.208, -0.250], [-1.836, -10.877, -2.091], [-2.256, -10.603, 0.410], [-2.845, -14.256, -2.638], [-4.383, -15.626, -0.421], [-3.481, -14.740, 0.784], [-2.672, -15.737, -0.402], [-5.394, -13.957, -2.149], [-5.275, -13.174, -0.469], [-5.874, -11.522, -2.271], [-4.372, -11.856, -3.132], [-4.620, -10.925, -0.218], [-4.103, -9.882, -1.619], [-2.338, -10.029, -2.558], [-0.778, -10.646, -1.971], [-1.787, -11.620, -2.887], [-2.223, -9.513, 0.393], [-2.852, -10.938, 1.259], [-1.192, -10.796, 0.549], [-3.228, -15.162, -3.107], [-1.776, -14.438, -2.531], [-2.860, -13.518, -3.440], [-1.493, -13.829, 0.458], [-6.722, 6.301, 2.597], [-7.010, 7.580, 1.710], [-8.380, 7.548, 1.039], [-9.501, 7.807, 1.961], [-9.409, 9.178, 2.618], [-8.012, 9.329, 3.359], [-6.914, 8.849, 2.514], [-5.681, 9.113, 3.142], [-7.917, 10.825, 3.561], [-8.068, 8.634, 4.697], [-5.914, 7.657, 0.567], [-6.463, 5.526, 1.876], [-7.539, 5.875, 3.179], [-5.824, 6.382, 3.210], [-8.402, 8.141, 0.125], [-8.535, 6.560, 0.605], [-9.569, 7.036, 2.728], [-10.305, 7.843, 1.226], [-10.284, 9.139, 3.267], [-9.622, 10.001, 1.935], [-6.951, 11.193, 3.906], [-8.179, 11.415, 2.682], [-8.537, 11.102, 4.414], [-7.149, 8.910, 5.213], [-8.949, 8.905, 5.278], [-8.021, 7.553, 4.566], [-5.959, 6.852, -0.166], [-4.897, 7.611, 0.956], [-5.881, 8.611, 0.041], [-5.683, 8.321, 3.683]], "mulliken_charge": [-1.6267, 1.5700, -1.2146, -0.7266, -1.1918, 1.7122, 0.0220, -0.4282, -1.9861, -1.7932, -1.9462, 0.2560, 0.4822, 0.3761, 0.4542, 0.3946, 0.3569, 0.3905, 0.4319, 0.4376, 0.3642, 0.3454, 0.5121, 0.4530, 0.3401, 0.4026, 0.3797, 0.4162, 0.4738, 0.3421, -1.9962, 1.4982, -1.0638, -0.7621, -1.1615, 1.4682, 0.3640, -0.4671, -1.6122, -1.9181, -1.7717, 0.4227, 0.5047, 0.3664, 0.3897, 0.3885, 0.4244, 0.3251, 0.2840, 0.5085, 0.3488, 0.3946, 0.3500, 0.3634, 0.4952, 0.3444, 0.4238, 0.3059, 0.4180, 0.3621, -1.5812, 1.3081, -1.2452, -0.6430, -1.2487, 1.3705, 0.4147, -0.4745, -1.7693, -1.6758, -1.8083, 0.3963, 0.2861, 0.4062, 0.3959, 0.4742, 0.3318, 0.3982, 0.3891, 0.4121, 0.4531, 0.3714, 0.3671, 0.3194, 0.4686, 0.3424, 0.3687, 0.3740, 0.4362, 0.3628, -1.7203, 1.6299, -1.2232, -0.6955, -1.4636, 1.6024, 0.2742, -0.4670, -1.9112, -1.7264, -2.0331, 0.3569, 0.4367, 0.3676, 0.4166, 0.3699, 0.3389, 0.4060, 0.5386, 0.5132, 0.4051, 0.3966, 0.3788, 0.3997, 0.3497, 0.4084, 0.3926, 0.4729, 0.4361, 0.3496, -1.6485, 1.5121, -1.2592, -0.8536, -1.3094, 1.5918, 0.4553, -0.4620, -1.7656, -1.6703, -2.0596, 0.3488, 0.3619, 0.4081, 0.4564, 0.5069, 0.2940, 0.4164, 0.4112, 0.4035, 0.3824, 0.4061, 0.4404, 0.3360, 0.3222, 0.3626, 0.4601, 0.3763, 0.4131, 0.3628, -1.7063, 1.6043, -1.1398, -0.6870, -1.0942, 1.3826, 0.2925, -0.4484, -1.8279, -1.7363, -1.9850, 0.3639, 0.4058, 0.2699, 0.4345, 0.3740, 0.3014, 0.4010, 0.4094, 0.4218, 0.4348, 0.3711, 0.4000, 0.4062, 0.4294, 0.3216, 0.4192, 0.4191, 0.4379, 0.3240, -1.6213, 1.4850, -1.2095, -0.5940, -1.2549, 1.2105, 0.3961, -0.5158, -1.8121, -1.6487, -1.9064, 0.3067, 0.3905, 0.4114, 0.4511, 0.4490, 0.3167, 0.3516, 0.4600, 0.3930, 0.4208, 0.3730, 0.4124, 0.3388, 0.4157, 0.4185, 0.3660, 0.3929, 0.4281, 0.3771, -2.0429, 1.7415, -1.1550, -0.6790, -1.1540, 1.1962, 0.4053, -0.4993, -1.5327, -1.8220, -1.8465, 0.4257, 0.4312, 0.4583, 0.4518, 0.4041, 0.3587, 0.3422, 0.3668, 0.4591, 0.3301, 0.3520, 0.3151, 0.3800, 0.3976, 0.4167, 0.4289, 0.3982, 0.3189, 0.3530, -1.7466, 1.5045, -1.2214, -0.6093, -1.0774, 1.5808, 0.0657, -0.4063, -1.8837, -1.7308, -1.9431, 0.4885, 0.3522, 0.3837, 0.4754, 0.4058, 0.2850, 0.3482, 0.3281, 0.4170, 0.3806, 0.3931, 0.4122, 0.4516, 0.4203, 0.3189, 0.3881, 0.3878, 0.4576, 0.3735], "smiles": "CC1(C)CCCC(C)(C)N1O.CC1(C)CCCC(C)(C)N1O.CC1(C)CCCC(C)(C)N1O.CC1(C)CCCC(C)(C)N1O.CC1(C)CCCC(C)(C)N1O.CC1(C)CCCC(C)(C)N1O.CC1(C)CCCC(C)(C)N1O.CC1(C)CCCC(C)(C)N1O.CC1(C)CCCC(C)(C)N1O", "e_above_lowest_kcal_mol": 226.3, "spin_multiplicity": 1, "homo_energy_ev": -7.8852, "orbital_gap_ev": 8.09}